Density functional theory data (wB97M-V/def2-TZVPD) for a molecular structure, C40H80B2MgNO35 in a non-equilibrium geometry.

Each line ends with the Mulliken charge.
CARTESIAN COORDINATES (ANGSTROEM)
H -14.09 21.61 -0.12  0.35
H -5.46 29.13 -7.09  0.35
C -6.06 25.86 -6.65  0.51
H -11.07 25.01 -0.53  0.31
H -10.71 26.41 0.52  0.32
H -12.58 25.94 -10.43  0.40
C -9.77 19.44 -3.27  0.10
H -14.27 28.67 -4.50  0.61
C -14.66 27.24 -6.48  -1.11
C -11.72 30.90 -7.20  -1.06
H -4.81 26.78 -3.72  -0.42
C -12.10 28.82 -4.45  -1.02
C -13.10 28.24 -9.39  -0.97
H -14.59 26.49 -7.28  0.03
H -5.17 19.23 -7.35  0.38
H -12.48 31.62 -6.92  0.34
H -9.03 28.32 -5.55  0.02
O -10.28 19.79 -1.98  -0.42
O -11.02 28.53 -5.41  0.71
C -8.18 23.89 -2.51  0.19
H -12.86 22.35 1.82  0.44
O -14.76 24.04 -6.58  -0.37
O -10.11 25.12 -4.99  -0.32
H -7.72 23.21 0.99  0.23
C -9.79 16.35 -3.22  -0.80
O -12.49 27.17 -8.62  0.83
H -3.52 16.51 -4.09  0.30
O -19.40 24.52 -5.70  -0.43
H -4.48 16.89 -7.44  0.41
H -8.45 20.03 -0.96  0.37
O -5.70 23.39 1.54  -0.46
O -17.01 24.72 -6.37  -0.47
H 1.24 26.04 -3.02  0.25
B -9.53 23.96 -4.34  -0.02
H -4.95 24.33 -7.66  0.50
H -15.30 26.88 -5.67  0.48
C -5.15 21.17 0.50  -0.29
O -4.29 20.67 -0.55  -0.45
H -6.15 20.72 0.55  0.19
C -11.56 24.03 1.89  -0.72
H -5.54 22.96 -0.47  -0.13
H -4.10 23.15 0.43  0.15
C -19.02 26.16 -4.01  0.60
H -7.37 23.82 2.54  0.28
H -11.89 29.82 -4.08  0.54
C -7.35 23.68 -3.77  0.60
C -13.34 22.16 -0.69  -0.56
H -5.11 23.88 -10.34  0.23
H -7.45 20.77 -5.08  -0.25
H -4.72 20.81 1.43  0.27
H -6.69 28.62 -6.09  -0.05
H 0.92 24.46 -3.85  0.33
O -12.46 22.77 -6.01  -0.54
H -12.00 28.11 -3.63  0.45
C -12.91 29.64 -8.68  -0.89
C -5.69 18.50 -6.73  -0.51
H -11.12 30.95 -6.29  0.20
H -4.88 21.59 -2.46  0.11
H -11.45 23.86 2.96  0.44
H -1.39 24.25 -4.19  0.36
H -4.60 18.05 -4.03  0.02
C -9.39 20.54 -1.15  -0.08
C -9.72 28.69 -4.79  -0.93
H -9.77 16.29 -4.31  0.31
C -5.93 24.79 -7.68  -0.58
H -5.73 20.11 -1.97  0.25
H -5.07 25.46 -2.51  -0.24
C -6.91 20.30 -5.89  -0.64
C -13.43 28.71 -5.20  -0.87
O -9.40 24.17 -2.86  0.06
C -6.10 24.14 -9.97  -0.86
H -14.17 28.07 -9.49  0.33
O -5.60 27.10 -7.22  -0.41
H -13.79 22.34 -1.67  0.23
H -4.02 20.11 -2.39  0.25
B -17.93 24.50 -5.29  1.00
H -3.45 23.84 -3.18  0.13
O -13.39 27.68 -6.12  0.54
O -8.76 17.22 -2.69  -0.46
O -6.29 18.97 -5.57  -0.15
C -5.70 28.30 -6.42  -0.43
O -21.28 25.63 -4.93  -0.62
O -6.12 23.49 -3.78  -0.40
H -4.50 26.98 -1.90  0.42
O -19.23 27.07 -3.20  -0.66
O -7.98 27.09 -8.62  -0.61
H -12.58 21.38 -0.77  0.11
H -15.25 28.08 -6.84  0.33
O -9.99 27.50 -7.93  -0.75
H -5.36 25.62 -5.84  0.26
C -2.83 24.57 -2.66  0.24
O -0.51 25.25 -2.59  -0.30
H -11.92 25.26 -9.02  0.12
H -13.89 29.94 -8.32  0.36
O -9.41 25.64 -8.63  -0.64
O -12.67 23.25 -0.11  -0.23
C -12.72 25.93 -9.35  -0.94
C -4.75 17.31 -6.47  -0.74
H -7.64 20.02 -6.66  0.51
O -10.52 22.84 -4.67  -0.58
H -12.54 30.33 -9.44  0.41
H -5.10 28.35 -5.51  0.26
O -7.79 23.83 -1.33  -0.43
Mg -11.70 27.65 -6.99  0.30
H -6.66 24.00 -7.48  0.15
O -17.86 25.63 -4.31  -0.46
O -8.15 23.59 -4.79  -0.24
H -5.38 16.61 -5.91  0.36
H -12.67 28.31 -10.39  0.59
H -12.36 24.77 1.94  0.37
H -1.09 23.32 -2.73  0.40
C -3.71 17.54 -4.39  -0.36
O -3.57 17.71 -5.79  -0.40
C -16.28 22.94 -5.04  0.44
H -6.20 21.02 -6.30  0.54
C -20.05 25.44 -4.95  0.56
H -6.72 23.30 -9.67  0.32
O -12.08 29.56 -7.56  0.60
H -13.56 25.38 -8.93  0.24
C -5.08 22.67 0.47  0.29
H -9.45 25.53 -0.09  0.06
H -2.99 24.49 -1.58  0.16
C -7.00 23.11 1.81  -0.66
H -9.59 20.44 -3.67  -0.34
H -8.46 18.33 -4.45  0.37
H -9.83 15.38 -2.73  0.30
C 0.83 25.04 -2.93  -0.78
C -11.57 23.38 -5.44  -0.10
N -9.14 26.79 -8.38  0.88
O -15.57 22.07 -4.53  -0.63
H -9.15 21.48 -1.66  0.06
H -7.69 18.80 -2.98  -0.23
H -7.30 22.12 2.16  0.35
H -9.98 20.99 -0.35  -0.22
C -4.47 26.34 -2.78  0.40
H 1.41 24.36 -2.30  0.29
H -11.13 31.32 -8.02  0.31
O -10.30 24.51 1.41  -0.29
H -7.03 25.92 -6.15  -0.26
C -10.46 25.38 0.30  -0.54
C -1.41 24.29 -3.10  -0.81
O -3.16 25.94 -3.06  -0.45
C -4.81 20.67 -1.88  -0.38
O -11.80 25.68 -6.38  0.22
H -10.77 16.79 -3.03  0.29
C -8.64 18.43 -3.38  0.21
O -6.12 25.28 -9.05  -0.20
O -17.48 23.27 -4.62  -0.51
H -10.56 19.09 -3.94  0.45
H -6.70 24.62 -10.75  0.30
H -9.45 29.70 -4.47  0.38
H -6.45 18.09 -7.40  0.35
C -15.89 23.88 -6.14  0.57
C -11.24 24.85 -5.65  0.75
H -13.61 29.62 -5.77  0.19
C -12.16 22.85 1.16  -0.25
H -9.57 28.13 -3.87  0.26
H -2.87 18.09 -3.96  0.24
H -11.36 22.12 0.99  0.02

Values from the calculation:
Total charge ... -1
M ... 1181.0 u
LUMO level ... 0.0291 Ha
HOMO-LUMO gap ... 7.736 eV

***

Density functional theory data (wB97M-V/def2-TZVPD) for C3H5NO2 in the gas phase in a non-equilibrium geometry.

Each line ends with the Mulliken charge.
CARTESIAN COORDINATES (ANGSTROEM)
C -0.49 -1.10 -0.07  -0.24
H -2.12 0.61 0.19  0.36
N 2.05 1.27 0.22  -0.65
H -1.48 0.70 -0.78  0.03
O -0.10 0.91 0.93  -0.35
H 2.79 0.86 -0.35  0.27
O 0.79 -0.59 -0.48  -0.36
H -1.01 -1.52 -0.92  0.25
C 1.02 0.56 0.20  0.63
H -0.30 -1.88 0.69  0.22
C -1.15 0.17 0.38  -0.16

Values from the calculation:
SMILES ... N=C1OCCO1
M ... 87.1 u
LUMO level ... 0.0241 Ha
HOMO-LUMO gap ... 10.439 eV
ΔE to the lowest compared entry with this formula, charge and spin ... 363.8 kJ/mol

***

Density functional theory data (wB97M-V/def2-TZVPD) for a molecular structure, C34H38ClN3PSiSn.

Each line ends with the Mulliken charge.
CARTESIAN COORDINATES (ANGSTROEM)
C -5.23 0.28 -1.40  -0.87
C 1.50 1.17 -1.57  0.77
C 1.09 3.19 -2.82  -0.67
H -5.72 0.24 -3.49  0.46
H 0.87 -4.10 2.13  0.55
P 1.27 -0.61 -1.32  1.64
C 0.86 -1.87 -5.15  -0.84
C 1.35 -1.37 -3.95  -0.48
C -1.28 -2.26 -4.11  -0.65
C 5.16 -2.92 -0.65  -0.66
H -4.37 2.40 4.68  0.46
H 1.24 1.05 3.22  0.28
C 2.85 -1.46 -1.12  0.67
H -0.30 3.72 4.64  0.49
H -0.09 0.20 5.05  0.51
N 1.47 -0.72 2.15  -0.32
C 1.80 -2.18 2.26  -0.06
C 1.63 3.94 -1.79  -0.77
H -0.84 -2.71 -6.15  0.47
H 2.27 -0.28 1.69  0.26
C -3.17 1.41 -0.83  0.90
H -3.70 1.48 -4.19  0.49
Sn -0.35 -0.45 0.79  0.73
H -0.75 2.67 -0.27  -0.06
H 2.38 -1.03 -3.89  0.54
C -2.95 1.67 -2.19  -0.49
C -1.14 3.28 4.13  -0.63
H 2.53 3.91 0.16  0.54
C -0.45 -2.31 -5.22  -0.65
H -2.40 3.29 5.87  0.46
H 6.07 -3.49 -0.48  0.46
H 2.43 -2.43 1.41  -0.06
H -6.12 -0.26 -1.10  0.45
C 2.83 -2.85 -1.21  -0.85
Si -1.91 2.00 0.34  0.48
H 0.22 -1.47 4.62  0.38
H 2.37 -2.36 3.17  0.49
C 2.02 1.94 -0.53  -0.12
C 0.07 -0.47 4.20  -0.70
H 3.97 -4.66 -1.08  0.49
N -0.33 -2.67 1.10  -0.24
H 2.20 -0.17 4.07  0.50
C -3.87 1.25 -3.14  -0.66
H 1.69 5.02 -1.89  0.45
C -3.44 2.54 4.15  -0.80
C -2.16 2.45 2.09  0.36
H 1.92 -3.37 -1.51  0.44
C -5.00 0.56 -2.75  -0.55
H -2.07 2.23 -2.50  0.37
C 2.09 3.32 -0.64  -0.90
H -1.25 -3.07 1.23  0.34
Cl -1.88 -1.76 -1.54  -0.11
C 0.56 -3.06 2.23  -0.85
H 2.42 1.48 0.37  0.05
H 0.01 -3.08 0.22  0.24
H 6.12 -1.03 -0.35  0.50
H -4.51 0.46 0.59  0.23
H 4.09 0.28 -0.78  0.48
H -0.14 3.21 2.24  0.50
C 0.54 -1.30 -2.82  -0.58
N -1.10 -0.49 3.30  -0.39
C -2.33 3.05 4.81  -0.51
H 1.51 -1.91 -6.01  0.48
C 1.02 1.80 -2.72  -0.94
C 1.31 -0.01 3.45  -0.55
C 5.19 -1.54 -0.57  -0.77
C -0.77 -1.76 -2.92  1.03
C -1.06 2.98 2.78  -0.16
H -1.56 0.42 3.33  0.03
H 0.74 3.67 -3.73  0.51
C -3.36 2.24 2.79  -0.34
C 3.98 -3.58 -0.98  -0.70
H 0.61 1.22 -3.53  0.41
C 4.04 -0.80 -0.80  -0.15
H -0.02 -2.98 3.15  0.28
H -4.24 1.88 2.28  0.36
H -1.79 -1.16 3.63  0.23
C -4.32 0.70 -0.45  -0.19
H -2.30 -2.62 -4.16  0.55

Values from the calculation:
Total charge ... +3
M ... 701.9 u
LUMO level ... -0.3293 Ha
HOMO-LUMO gap ... 7.519 eV
ΔE to the lowest compared entry with this formula, charge and spin ... 0.0 kJ/mol